No. 1
Here is a 5-piece molecular cluster, C24H51F5N2O18P4Si overall in a non-equilibrium geometry from OMol25. Energies are from the ωB97M-V functional and the def2-TZVPD basis.

Each line ends with the Mulliken charge.
Positions of all 105 atoms, in Å:
P 5.62301 1.25015 1.38986  0.572
P -6.90712 -8.59444 4.30351  1.148
P 1.68200 9.66162 -4.71768  1.094
P 0.77322 5.22469 -0.43005  0.763
Si -0.61798 -2.13687 0.80615  -0.031
F -3.17534 -3.87759 2.51436  -0.231
F -3.93395 -4.15246 -1.05013  -0.272
F -4.18167 -5.44863 1.19438  -0.281
F -3.83316 -2.46133 0.45929  -0.291
F -1.89929 -5.46476 1.33812  -0.211
O 7.04647 1.47740 1.04700  -0.757
O 0.72657 8.39663 -4.96194  -0.244
O 0.64671 10.87679 -4.60974  -0.302
O 4.76062 0.40866 0.33412  0.044
O -7.67400 -8.98198 3.09583  -0.708
O 5.34542 0.48301 2.77021  -0.258
O 2.13868 9.47178 -3.19535  -0.379
O -7.71855 -8.56528 5.68156  -0.308
O 0.00382 5.89514 0.80661  -0.271
O -6.27913 -7.12155 4.25093  -0.409
O 1.70811 6.10773 -1.16933  -0.525
O 2.79651 9.82989 -5.68068  -0.706
O 2.74481 -5.93247 -2.13708  -0.501
O 3.03325 -3.62565 -1.92130  -0.538
O 1.40216 3.90356 0.21336  -0.255
O 4.75278 2.58733 1.54615  -0.001
O -0.42462 4.63310 -1.31420  -0.346
O -5.63723 -9.50914 4.65353  -0.314
N -1.83206 -6.49239 -1.98616  -0.587
N -2.40783 -1.02944 -2.41245  -0.669
C -1.68899 -3.03892 -0.52976  2.210
C 0.39108 7.18822 1.24206  -0.654
C 0.81694 -1.23163 -0.13650  -0.726
C 0.86651 7.64661 -6.15671  -0.719
C -1.23569 -5.47765 -1.67520  -0.439
C -3.01177 -4.59693 1.27105  0.778
C -9.10245 -8.87464 5.65849  -0.672
C -3.07735 -3.62417 -0.00466  0.468
C 2.33668 -4.56755 -2.40762  0.568
C 5.00586 3.38473 2.69305  -0.817
C -5.18385 -6.92351 3.36958  -0.650
C -2.09556 -1.86025 -1.58210  -0.625
C 1.04310 -4.40704 -3.34673  -0.690
C -5.43734 -10.71596 3.93647  -0.692
C -1.53135 -0.77647 1.78866  -0.978
C 5.39068 -0.03231 -0.85578  -0.784
C -1.43862 5.54414 -1.71039  -0.582
C 0.23279 -3.29279 2.06847  -0.901
C 2.74924 8.23195 -2.85902  -0.641
C -0.70229 -4.02505 -1.32029  0.339
C -0.10881 -3.41463 -2.72641  -0.531
C 6.43482 -0.09825 3.46817  -0.745
C 0.87298 12.03053 -5.40244  -0.682
C 2.78454 3.64335 0.01449  -0.065
H 3.13212 4.01544 -0.95149  0.317
H 1.59211 8.07689 -6.84658  0.363
H 3.39445 7.87803 -3.66783  0.364
H -1.94546 5.14675 -2.58920  0.265
H 3.19002 -5.96454 -1.25214  0.361
H 0.46093 -0.74438 -1.11669  0.291
H 2.94362 2.56557 0.04476  -0.030
H 3.35652 4.10765 0.81633  0.072
H 0.37511 11.90967 -6.36700  0.269
H -5.35110 -11.53760 4.65056  0.234
H 1.97179 7.49185 -2.65948  0.366
H -9.58925 -8.35085 6.48285  0.241
H -2.16394 5.64874 -0.89992  0.254
H -4.26242 -7.23779 3.86661  0.288
H 1.71327 -1.95363 -0.30062  0.099
H -0.10393 7.59727 -6.65520  0.245
H 1.18132 6.63243 -5.89889  0.241
H -9.23467 -9.95009 5.79525  0.270
H -9.57281 -8.56004 4.72515  0.339
H 1.13525 -0.37083 0.57926  0.247
H 7.37696 -0.02146 2.92603  0.364
H -0.48896 -3.46521 2.96507  0.244
H 0.61194 -5.41543 -3.68989  0.367
H 4.44142 2.98574 3.53928  0.261
H 4.67300 4.40349 2.49501  0.325
H 1.93782 12.21424 -5.55646  0.342
H 6.15873 0.66778 -1.18944  0.377
H 0.24334 -4.16960 -0.65629  -0.022
H -5.31375 -7.49099 2.44462  0.345
H -4.50336 -10.63909 3.37448  0.251
H -2.33375 -1.17477 2.51420  0.281
H 0.44544 12.89374 -4.88952  0.236
H -1.01718 6.52292 -1.95421  0.241
H 1.26154 7.57305 0.71121  0.294
H 6.21619 -1.15381 3.64224  0.227
H 3.34867 8.36580 -1.95916  0.224
H 1.18375 -2.79226 2.51245  0.370
H -6.24872 -10.93871 3.24397  0.359
H -5.11199 -5.86517 3.12961  0.237
H -0.44639 7.87385 1.09233  0.271
H 0.52862 -4.29257 1.59295  0.286
H 1.40835 -3.88107 -4.31863  0.407
H 6.53999 0.40282 4.43347  0.267
H 0.40771 -2.40364 -2.59243  0.185
H 6.07112 3.39897 2.93682  0.340
H 5.83447 -1.01524 -0.68488  0.292
H -0.93361 -3.39543 -3.54472  0.445
H 0.62264 7.14406 2.30829  0.233
H 4.63659 -0.11697 -1.64001  0.238
H -1.99506 -0.04866 1.01323  0.300
H -0.71473 -0.14907 2.32966  0.325

* HOMO level: -10.35 eV
* E: -4563.40104 Ha


No. 2
Here is one molecule with the formula C12H27NO3 in a non-equilibrium geometry from OMol25. Energies are from the ωB97M-V functional and the def2-TZVPD basis.

Each line ends with the Mulliken charge.
Positions of all 43 atoms, in Å:
O 2.92954 -2.43832 -0.58493  -0.487
O 4.68961 -0.34320 -0.38349  -0.666
O 3.06737 -1.05582 1.83305  -0.608
N 1.18259 0.87496 -0.91043  -0.122
C 2.02614 -0.14300 1.42959  -1.124
C -2.19904 0.14633 0.04236  -0.125
C -0.13260 2.18574 0.99548  -0.897
C 3.52918 0.60082 -0.74561  -1.743
C -2.00051 1.33877 -0.78639  -1.229
C 1.02045 2.19921 -0.37822  -0.624
C -1.49921 2.50930 0.33086  -0.993
C -2.76973 -2.27323 -0.26652  -0.823
C -2.64015 -0.78494 -0.91983  -0.492
C 2.17918 0.15491 -0.24345  0.432
C 2.04300 -1.56612 -0.91205  -0.367
C -3.93811 -2.33708 0.90889  -1.248
H -3.19030 -2.93625 -1.03275  0.381
H -3.82657 -1.75098 1.70146  0.470
H 3.08558 -2.37579 0.23837  0.344
H 2.00705 2.34092 0.13741  0.344
H 3.66197 0.76528 -1.69039  0.753
H 3.89195 -0.82055 1.66820  0.355
H -1.44299 3.51087 -0.40413  0.304
H 0.81720 2.99970 -1.12343  0.372
H -4.01248 -3.43615 1.34178  0.308
H -0.02857 1.37655 1.51810  0.673
H 3.83295 1.27925 -0.25847  0.949
H -2.91315 0.53123 0.92972  0.301
H -2.07357 -2.43097 0.25094  0.482
H -2.10361 -0.93581 -1.92787  0.314
H 0.14731 3.11020 1.59307  0.359
H 0.38435 0.32789 -0.88897  0.056
H -1.34193 1.41791 -1.47745  0.840
H 0.97112 -1.71799 -0.58485  0.235
H -3.77913 -0.53874 -0.99461  0.260
H 1.99543 -1.25633 -2.13728  0.265
H 1.23966 -0.60816 1.52683  0.598
H -1.35200 -0.25512 0.50093  0.069
H -5.09006 -1.93837 0.67400  0.253
H 2.27425 0.90334 1.52813  0.488
H -3.00859 1.74609 -1.03640  0.361
H -2.10895 2.85236 1.07625  0.563
H 4.47539 -1.22873 -0.53790  0.419

* energy above the lowest of the compared OMol25 structures with the same formula, charge and spin: 292.4 kcal/mol
* HOMO level: -8.31 eV
* E: -753.42794 Ha


No. 3
Here is C6H7KLiO3 as an isolated structure in a non-equilibrium geometry from OMol25. Energies are from the ωB97M-V functional and the def2-TZVPD basis.

Each line ends with the Mulliken charge.
Positions of all 18 atoms, in Å:
K -1.00304 2.42209 -6.11373  0.970
O -0.47497 1.59553 -2.84287  -0.633
O 0.98062 -2.58534 1.29663  -0.625
O -0.13834 -1.63629 -0.70471  -0.862
C 0.42758 1.24544 0.35386  0.844
C -0.26276 -2.04634 0.53075  0.308
C 0.68087 0.42062 1.48537  -0.637
C 0.19829 1.90528 -0.65949  -0.655
C -0.38229 -0.96081 1.59494  -1.107
C -0.15146 2.38798 -1.92696  0.173
Li -0.51967 -0.31436 -1.80929  0.895
H -0.33102 -1.07134 2.68509  0.426
H 1.68242 -0.02826 1.40772  0.316
H 0.60523 1.00686 2.41055  0.350
H -1.03872 -2.83115 0.69482  0.238
H -1.43803 -0.64221 1.54675  0.370
H 1.29230 -2.33947 2.16939  0.318
H -0.12699 3.47178 -2.11882  0.311

* net charge: +1
* energy above the lowest of the compared OMol25 structures with the same formula, charge and spin: 33.4 kcal/mol
* HOMO level: -10.35 eV
* E: -1065.70673 Ha


| no. | frontier orbital gap (eV) |
| --- | --- |
| 1 | 10.429 |
| 2 | 9.066 |
| 3 | 5.830 |